Record 1
The following is a DFT calculation (ωB97M-V with the def2-TZVPD basis set) of 11 unconnected molecules or ions with the total composition C40H52BF4O16 at a distorted geometry.

Summary:
Gap between HOMO and LUMO ... 7.657 eV
Total charge ... -1
Molecular weight ... 875.6 Da
Highest occupied orbital energy ... -5.64 eV
Spin multiplicity ... 1

Each atom is followed by the atoms it is bonded to, with distances in Å.
CARTESIAN COORDINATES (ANGSTROEM)
1 B 0.228 -0.235 0.450  F2 1.381, F3 1.340, F4 1.364, F5 1.456
2 F 1.199 -0.017 1.408  B1 1.381
3 F -1.033 -0.071 0.873  B1 1.340
4 F 0.545 0.599 -0.582  B1 1.364
5 F 0.388 -1.636 0.086  B1 1.456
6 C 1.998 -0.926 4.235  O7 1.428, H8 1.066, H9 0.888, H10 1.036
7 O 2.717 0.241 3.834  C6 1.428, H11 0.967
8 H 1.828 -1.108 5.271  C6 1.066
9 H 2.369 -1.720 4.092  C6 0.888
10 H 1.084 -0.920 3.747  C6 1.036
11 H 2.649 0.511 2.908  O7 0.967
12 C 1.027 -4.650 1.832  O13 1.447, H14 1.026, H15 1.061, H16 1.022
13 O 0.359 -3.406 2.150  C12 1.447, H17 1.109
14 H 1.770 -4.365 1.185  C12 1.026
15 H 0.441 -5.443 1.439  C12 1.061
16 H 1.627 -5.205 2.446  C12 1.022
17 H 0.577 -2.683 1.338  O13 1.109
18 C 1.198 -4.421 -1.880  O19 1.336, H20 1.046, H21 1.144, H22 1.145
19 O 1.145 -3.828 -3.076  C18 1.336, H23 0.891
20 H 0.554 -3.998 -1.173  C18 1.046
21 H 2.272 -4.719 -1.620  C18 1.144
22 H 0.766 -5.468 -2.048  C18 1.145
23 H 1.064 -2.945 -2.993  O19 0.891
24 C -4.500 0.737 0.631  O25 1.479, H26 1.228, H27 1.178, H28 1.049
25 O -5.631 -0.215 0.577  C24 1.479, H29 1.010
26 H -3.798 0.813 -0.374  C24 1.228
27 H -3.777 0.247 1.421  C24 1.178
28 H -4.865 1.712 0.757  C24 1.049
29 H -5.313 -1.172 0.530  O25 1.010
30 C -5.359 -3.742 0.813  C31 1.380, C35 1.395, H38 1.115
31 C -4.266 -3.857 -0.022  C30 1.380, C32 1.559, H39 1.123
32 C -2.972 -3.157 0.493  C31 1.559, C33 1.370, O37 1.372
33 C -3.020 -2.536 1.713  C32 1.370, C34 1.372, H40 1.148
34 C -4.197 -2.339 2.389  C33 1.372, C35 1.508, H41 1.114
35 C -5.503 -2.956 1.957  C30 1.395, C34 1.508, O36 1.314
36 O -6.687 -2.704 2.469  C35 1.314, H42 1.037
37 O -1.968 -3.248 -0.438  C32 1.372, H43 0.876
38 H -6.180 -4.424 0.491  C30 1.115
39 H -4.242 -4.549 -0.906  C31 1.123
40 H -2.103 -1.938 2.059  C33 1.148
41 H -4.158 -1.519 3.142  C34 1.114
42 H -7.415 -2.611 1.736  O36 1.037
43 H -1.338 -2.662 -0.275  O37 0.876
44 C -1.322 2.980 -2.371  C45 1.407, C49 1.378, H52 1.082
45 C -2.544 2.366 -2.702  C44 1.407, C46 1.434, H53 1.259
46 C -3.779 3.003 -2.347  C45 1.434, C47 1.432, O51 1.355
47 C -3.875 4.406 -2.077  C46 1.432, C48 1.408, H54 1.094
48 C -2.654 5.072 -1.856  C47 1.408, C49 1.498, H55 1.016
49 C -1.374 4.308 -2.008  C44 1.378, C48 1.498, O50 1.419
50 O -0.212 5.055 -1.682  C49 1.419, H56 0.969
51 O -4.993 2.418 -2.485  C46 1.355, H57 1.013
52 H -0.407 2.464 -2.631  C44 1.082
53 H -2.543 1.211 -3.203  C45 1.259
54 H -4.775 5.017 -2.189  C47 1.094
55 H -2.538 6.013 -1.490  C48 1.016
56 H 0.507 4.414 -1.579  O50 0.969
57 H -5.024 1.579 -3.051  O51 1.013
58 C -2.188 1.061 4.169  C59 1.303, C63 1.446, H66 0.978
59 C -1.944 -0.107 4.692  C58 1.303, C60 1.395, H67 1.064
60 C -2.695 -0.628 5.746  C59 1.395, C61 1.452, O65 1.396
61 C -3.626 0.311 6.345  C60 1.452, C62 1.333, H68 1.020
62 C -3.823 1.543 5.876  C61 1.333, C63 1.398, H69 0.982
63 C -3.109 2.003 4.766  C58 1.446, C62 1.398, O64 1.390
64 O -3.199 3.336 4.381  C63 1.390, H70 0.919
65 O -2.405 -1.871 6.311  C60 1.396, H71 0.943
66 H -1.903 1.341 3.276  C58 0.978
67 H -1.242 -0.737 4.199  C59 1.064
68 H -4.256 -0.076 7.047  C61 1.020
69 H -4.508 2.116 6.285  C62 0.982
70 H -2.800 3.285 3.555  O64 0.919
71 H -1.798 -2.418 5.840  O65 0.943
72 C 1.980 0.290 -6.033  C73 1.328, C77 1.483, H80 1.109
73 C 2.445 -0.237 -4.906  C72 1.328, C74 1.460, H81 1.022
74 C 1.613 -0.687 -3.794  C73 1.460, C75 1.340, O79 1.396
75 C 0.353 -0.234 -3.852  C74 1.340, C76 1.457, H82 1.111
76 C -0.248 0.351 -5.043  C75 1.457, C77 1.412, H83 1.085
77 C 0.560 0.702 -6.146  C72 1.483, C76 1.412, O78 1.270
78 O 0.001 1.257 -7.142  C77 1.270, H84 0.987
79 O 2.295 -0.988 -2.614  C74 1.396, H85 1.071
80 H 2.698 0.463 -6.860  C72 1.109
81 H 3.465 -0.226 -4.973  C73 1.022
82 H -0.204 -0.246 -2.891  C75 1.111
83 H -1.258 0.684 -4.830  C76 1.085
84 H -0.826 1.765 -6.962  O78 0.987
85 H 1.802 -0.617 -1.738  O79 1.071
86 C 5.719 -0.867 -0.371  C87 1.356, C91 1.478, H94 1.014
87 C 6.438 -1.623 -1.237  C86 1.356, C88 1.353, H95 1.213
88 C 6.148 -2.918 -1.503  C87 1.353, C89 1.448, O93 1.316
89 C 4.993 -3.536 -0.885  C88 1.448, C90 1.370, H96 1.068
90 C 4.191 -2.703 -0.150  C89 1.370, C91 1.376, H97 1.069
91 C 4.459 -1.397 0.192  C86 1.478, C90 1.376, O92 1.351
92 O 3.691 -0.565 0.929  C91 1.351, H98 0.980
93 O 6.925 -3.678 -2.245  C88 1.316, H99 0.985
94 H 5.887 0.133 -0.381  C86 1.014
95 H 7.422 -1.145 -1.762  C87 1.213
96 H 4.539 -4.502 -0.868  C89 1.068
97 H 3.288 -2.939 0.371  C90 1.069
98 H 2.712 -0.526 0.905  O92 0.980
99 H 6.513 -4.572 -2.201  O93 0.985
100 C 3.198 3.429 -1.013  C101 1.379, C105 1.387, H108 1.110
101 C 4.298 4.095 -1.511  C100 1.379, C102 1.428, H109 1.192
102 C 4.615 5.376 -0.965  C101 1.428, C103 1.435, O107 1.298
103 C 3.763 5.983 0.018  C102 1.435, C104 1.452, H110 1.086
104 C 2.528 5.333 0.417  C103 1.452, C105 1.414, H111 1.123
105 C 2.341 4.032 -0.104  C100 1.387, C104 1.414, O106 1.397
106 O 1.249 3.282 0.340  C105 1.397, H112 0.999
107 O 5.650 6.040 -1.379  C102 1.298, H113 1.020
108 H 2.960 2.415 -1.396  C100 1.110
109 H 5.149 3.552 -2.144  C101 1.192
110 H 3.805 6.981 0.444  C103 1.086
111 H 1.729 5.843 1.019  C104 1.123
112 H 0.991 2.318 0.288  O106 0.999
113 H 5.727 6.950 -0.924  O107 1.020

Löwdin atomic charge list, values in e, 99 entries: atom 1 (B): -1.333, atom 2 (F): 0.152, atom 3 (F): 0.216, atom 4 (F): 0.166, atom 5 (F): 0.065, atom 6 (C): -0.113, atom 7 (O): -0.088, atom 8 (H): 0.092, atom 9 (H): -0.035, atom 10 (H): 0.046, atom 11 (H): 0.052, atom 12 (C): -0.149, atom 13 (O): -0.165, atom 14 (H): 0.022, atom 15 (H): 0.072, atom 16 (H): 0.043, atom 17 (H): 0.127, atom 18 (C): -0.202, atom 19 (O): -0.048, atom 20 (H): 0.042, atom 21 (H): 0.089, atom 22 (H): 0.101, atom 23 (H): -0.016, atom 24 (C): -0.113, atom 25 (O): -0.177, atom 26 (H): 0.108, atom 27 (H): 0.083, atom 28 (H): 0.042, atom 29 (H): 0.060, atom 30 (C): -0.106, atom 31 (C): 0.022, atom 32 (C): -0.234, atom 33 (C): -0.073, atom 34 (C): -0.009, atom 35 (C): -0.377, atom 36 (O): 0.028, atom 37 (O): 0.077, atom 38 (H): 0.117, atom 39 (H): 0.117, atom 40 (H): 0.130, atom 41 (H): 0.118, atom 42 (H): 0.177, atom 43 (H): -0.019, atom 44 (C): -0.052, atom 45 (C): -0.031, atom 46 (C): -0.356, atom 47 (C): -0.009, atom 48 (C): 0.020, atom 49 (C): -0.244, atom 50 (O): -0.001, atom 51 (O): -0.011, atom 52 (H): 0.105, atom 53 (H): 0.160, atom 54 (H): 0.114, atom 55 (H): 0.066, atom 56 (H): 0.059, atom 57 (H): 0.147, atom 58 (C): -0.023, atom 59 (C): -0.056, atom 60 (C): -0.235, atom 61 (C): -0.008, atom 62 (C): -0.032, atom 63 (C): -0.226, atom 64 (O): 0.067, atom 65 (O): 0.038, atom 66 (H): 0.063, atom 67 (H): 0.105, atom 68 (H): 0.084, atom 69 (H): 0.070, atom 70 (H): 0.056, atom 71 (H): 0.083, atom 72 (C): -0.015, atom 73 (C): -0.023, atom 74 (C): -0.306, atom 75 (C): -0.043, atom 76 (C): -0.005, atom 77 (C): -0.359, atom 78 (O): 0.077, atom 79 (O): -0.022, atom 80 (H): 0.121, atom 81 (H): 0.085, atom 82 (H): 0.119, atom 83 (H): 0.074, atom 84 (H): 0.150, atom 85 (H): 0.151, atom 86 (C): 0.008, atom 87 (C): -0.064, atom 88 (C): -0.377, atom 89 (C): 0.001, atom 90 (C): -0.063, atom 91 (C): -0.285, atom 92 (O): 0.039, atom 93 (O): 0.047, atom 94 (H): 0.071, atom 95 (H): 0.170, atom 96 (H): 0.094, atom 97 (H): 0.098, atom 98 (H): 0.069, atom 99 (H): 0.126

---

Record 2
The following is a DFT calculation (ωB97M-V with the def2-TZVPD basis set) of 6 unconnected molecules or ions with the total composition C28H59BClF3N5O7 at a distorted geometry.

Summary:
Gap between HOMO and LUMO ... 5.258 eV
Total charge ... -1
Molecular weight ... 681.1 Da
Highest occupied orbital energy ... -3.34 eV
Spin multiplicity ... 1

Each atom is followed by the atoms it is bonded to, with distances in Å.
CARTESIAN COORDINATES (ANGSTROEM)
1 C -0.605 1.402 -1.907  C2 1.594, H21 1.132, H22 1.145, H23 1.137
2 C -0.737 1.261 -3.489  C1 1.594, C3 1.592, H24 1.144, H25 1.148
3 C 0.496 0.566 -4.218  C2 1.592, C4 1.590, H26 1.147, H27 1.143
4 C 1.937 1.020 -3.720  C3 1.590, C5 1.622, H28 1.130, H29 1.145
5 C 2.980 -0.215 -3.584  C4 1.622, C6 1.594, H30 1.138, H31 1.145
6 C 2.434 -1.425 -2.701  C5 1.594, C7 1.617, H32 1.138, H33 1.140
7 C 3.269 -1.676 -1.339  C6 1.617, C8 1.586, H34 1.148, H35 1.142
8 C 2.383 -1.720 -0.025  C7 1.586, C9 1.598, H36 1.143, H37 1.154
9 C 1.452 -3.003 0.169  C8 1.598, C10 1.585, O16 1.462, C19 1.612
10 C 1.252 -4.079 -0.977  C9 1.585, C11 1.593, H38 1.136, H39 1.143
11 C -0.228 -4.265 -1.536  C10 1.593, C12 1.581, H40 1.128, H41 1.144
12 C -0.521 -3.617 -2.948  C11 1.581, F13 1.390, F14 1.410, F15 1.427
13 F 0.497 -3.735 -3.887  C12 1.390
14 F -1.012 -2.298 -2.849  C12 1.410
15 F -1.619 -4.341 -3.504  C12 1.427
16 O 2.042 -3.779 1.259  C9 1.462, B17 1.511
17 B 0.955 -4.153 2.239  O16 1.511, O18 1.500, H42 1.195, H43 1.194
18 O -0.290 -3.610 1.602  B17 1.500, C19 1.426
19 C 0.193 -2.417 0.990  C9 1.612, O18 1.426, Cl20 1.822, H44 1.150
20 Cl -0.976 -1.313 0.132  C19 1.822
21 H 0.162 0.651 -1.546  C1 1.132
22 H -0.147 2.433 -1.711  C1 1.145
23 H -1.599 1.324 -1.360  C1 1.137
24 H -1.022 2.249 -3.990  C2 1.144
25 H -1.641 0.577 -3.674  C2 1.148
26 H 0.426 0.868 -5.322  C3 1.147
27 H 0.344 -0.566 -4.225  C3 1.143
28 H 1.962 1.553 -2.723  C4 1.130
29 H 2.334 1.770 -4.489  C4 1.145
30 H 3.974 0.211 -3.227  C5 1.138
31 H 3.092 -0.605 -4.654  C5 1.145
32 H 1.322 -1.363 -2.469  C6 1.138
33 H 2.573 -2.374 -3.317  C6 1.140
34 H 3.954 -0.759 -1.246  C7 1.148
35 H 3.985 -2.562 -1.426  C7 1.142
36 H 1.766 -0.760 0.055  C8 1.143
37 H 3.114 -1.705 0.867  C8 1.154
38 H 1.940 -3.969 -1.874  C10 1.136
39 H 1.539 -5.084 -0.515  C10 1.143
40 H -1.057 -3.940 -0.843  C11 1.128
41 H -0.379 -5.390 -1.682  C11 1.144
42 H 1.064 -3.769 3.366  B17 1.195
43 H 0.843 -5.326 2.048  B17 1.194
44 H 0.729 -1.893 1.863  C19 1.150
45 C -4.568 1.623 1.162  C46 1.505, H50 1.090, H51 1.092, H52 1.092
46 C -3.290 2.329 1.526  C45 1.505, O47 1.223, N48 1.362
47 O -2.564 2.843 0.686  C46 1.223
48 N -2.946 2.383 2.843  C46 1.362, C49 1.447, H53 1.011
49 C -3.660 1.840 3.978  N48 1.447, H54 1.092, H55 1.092, H56 1.088
50 H -4.707 1.662 0.082  C45 1.090
51 H -4.520 0.576 1.467  C45 1.092
52 H -5.419 2.116 1.638  C45 1.092
53 H -2.076 2.870 3.011  N48 1.011
54 H -3.899 2.659 4.660  C49 1.092
55 H -3.008 1.129 4.489  C49 1.092
56 H -4.579 1.337 3.683  C49 1.088
57 C 3.626 1.438 3.669  C58 1.507, H62 1.090, H63 1.092, H64 1.092
58 C 2.761 0.458 2.921  C57 1.507, O59 1.222, N60 1.361
59 O 3.213 -0.551 2.400  C58 1.222
60 N 1.428 0.720 2.830  C58 1.361, C61 1.448, H65 1.011
61 C 0.690 1.845 3.365  N60 1.448, H66 1.093, H67 1.092, H68 1.084
62 H 4.660 1.093 3.655  C57 1.090
63 H 3.583 2.419 3.191  C57 1.092
64 H 3.301 1.510 4.709  C57 1.092
65 H 0.918 0.016 2.314  N60 1.011
66 H -0.075 1.460 4.044  C61 1.093
67 H 0.205 2.362 2.535  C61 1.092
68 H 1.327 2.540 3.900  C61 1.084
69 C -2.514 5.827 -5.961  C70 1.506, H74 1.089, H75 1.092, H76 1.092
70 C -2.720 4.638 -5.062  C69 1.506, O71 1.221, N72 1.361
71 O -1.905 3.732 -4.982  C70 1.221
72 N -3.861 4.591 -4.320  C70 1.361, C73 1.447, H77 1.010
73 C -4.938 5.555 -4.273  N72 1.447, H78 1.092, H79 1.092, H80 1.088
74 H -1.565 5.723 -6.486  C69 1.089
75 H -3.314 5.882 -6.702  C69 1.092
76 H -2.484 6.745 -5.370  C69 1.092
77 H -3.929 3.766 -3.742  N72 1.010
78 H -5.038 5.912 -3.246  C73 1.092
79 H -5.863 5.055 -4.568  C73 1.092
80 H -4.761 6.402 -4.933  C73 1.088
81 C 1.970 -8.048 1.743  C82 1.506, H86 1.090, H87 1.093, H88 1.092
82 C 0.534 -8.043 2.193  C81 1.506, O83 1.216, N84 1.369
83 O 0.019 -7.062 2.695  C82 1.216
84 N -0.195 -9.190 2.021  C82 1.369, C85 1.447, H89 1.009
85 C 0.236 -10.446 1.448  N84 1.447, H90 1.093, H91 1.093, H92 1.088
86 H 2.414 -7.072 1.943  C81 1.090
87 H 2.535 -8.805 2.293  C81 1.093
88 H 2.028 -8.240 0.669  C81 1.092
89 H -1.147 -9.111 2.345  N84 1.009
90 H -0.396 -10.669 0.586  C85 1.093
91 H 0.106 -11.231 2.198  C85 1.093
92 H 1.277 -10.418 1.134  C85 1.088
93 C 2.079 5.442 3.649  C94 1.505, H98 1.089, H99 1.092, H100 1.092
94 C 0.604 5.323 3.920  C93 1.505, O95 1.223, N96 1.361
95 O 0.108 4.311 4.397  C94 1.223
96 N -0.186 6.389 3.615  C94 1.361, C97 1.447, H101 1.009
97 C 0.208 7.662 3.049  N96 1.447, H102 1.092, H103 1.092, H104 1.087
98 H 2.577 4.518 3.941  C93 1.089
99 H 2.254 5.607 2.584  C93 1.092
100 H 2.504 6.262 4.232  C93 1.092
101 H -1.162 6.237 3.823  N96 1.009
102 H -0.081 8.453 3.745  C97 1.092
103 H -0.328 7.802 2.108  C97 1.092
104 H 1.278 7.716 2.865  C97 1.087

Löwdin atomic charge list, values in e, 99 entries: atom 1 (C): -0.146, atom 2 (C): -0.251, atom 3 (C): -0.214, atom 4 (C): -0.209, atom 5 (C): -0.201, atom 6 (C): -0.204, atom 7 (C): -0.184, atom 8 (C): -0.134, atom 9 (C): -0.381, atom 10 (C): -0.054, atom 11 (C): -0.060, atom 12 (C): -0.442, atom 13 (F): 0.072, atom 14 (F): 0.031, atom 15 (F): 0.017, atom 16 (O): -0.121, atom 17 (B): -0.584, atom 18 (O): -0.136, atom 19 (C): -0.642, atom 20 (Cl): 0.635, atom 21 (H): 0.028, atom 22 (H): 0.075, atom 23 (H): 0.050, atom 24 (H): 0.061, atom 25 (H): 0.101, atom 26 (H): 0.104, atom 27 (H): 0.092, atom 28 (H): 0.096, atom 29 (H): 0.100, atom 30 (H): 0.097, atom 31 (H): 0.101, atom 32 (H): 0.090, atom 33 (H): 0.090, atom 34 (H): 0.096, atom 35 (H): 0.113, atom 36 (H): 0.096, atom 37 (H): 0.104, atom 38 (H): 0.103, atom 39 (H): 0.130, atom 40 (H): 0.111, atom 41 (H): 0.132, atom 42 (H): 0.062, atom 43 (H): 0.050, atom 44 (H): 0.106, atom 45 (C): -0.012, atom 46 (C): -0.550, atom 47 (O): 0.017, atom 48 (N): 0.011, atom 49 (C): -0.077, atom 50 (H): 0.081, atom 51 (H): 0.088, atom 52 (H): 0.079, atom 53 (H): 0.112, atom 54 (H): 0.079, atom 55 (H): 0.084, atom 56 (H): 0.073, atom 57 (C): -0.010, atom 58 (C): -0.520, atom 59 (O): 0.027, atom 60 (N): 0.036, atom 61 (C): -0.086, atom 62 (H): 0.081, atom 63 (H): 0.068, atom 64 (H): 0.084, atom 65 (H): 0.108, atom 66 (H): 0.086, atom 67 (H): 0.083, atom 68 (H): 0.042, atom 69 (C): -0.014, atom 70 (C): -0.535, atom 71 (O): 0.030, atom 72 (N): 0.010, atom 73 (C): -0.084, atom 74 (H): 0.083, atom 75 (H): 0.082, atom 76 (H): 0.082, atom 77 (H): 0.147, atom 78 (H): 0.082, atom 79 (H): 0.081, atom 80 (H): 0.071, atom 81 (C): -0.008, atom 82 (C): -0.545, atom 83 (O): 0.036, atom 84 (N): -0.010, atom 85 (C): -0.100, atom 86 (H): 0.083, atom 87 (H): 0.078, atom 88 (H): 0.082, atom 89 (H): 0.132, atom 90 (H): 0.075, atom 91 (H): 0.074, atom 92 (H): 0.069, atom 93 (C): 0.001, atom 94 (C): -0.529, atom 95 (O): 0.010, atom 96 (N): 0.006, atom 97 (C): -0.080, atom 98 (H): 0.066, atom 99 (H): 0.093